Entry 1:
C39H67GeN3O3P2Ti | ωB97M-V/def2-TZVPD

The geometry in XYZ format:
```
116
Properties=species:S:1:pos:R:3
Ti -0.07572 0.36982 -0.00546
C -5.52983 1.49989 0.20362
C -4.27995 0.88630 -0.46348
C -4.40876 -0.63405 -0.54999
P -2.67385 1.45427 0.23908
C -2.70365 3.30766 0.19536
C -3.16397 3.98483 1.48660
C -3.47797 3.83690 -1.01739
C -2.61186 1.01309 1.99606
C -3.65792 0.56740 2.79668
C -3.42512 0.17991 4.10959
C -2.13880 0.21444 4.63595
C -1.08469 0.67209 3.86043
C -1.33295 1.09114 2.55274
N -0.29792 1.59499 1.70009
C 0.52036 2.56506 2.16214
C 0.37101 3.17133 3.44414
C 1.36486 3.97227 3.94736
C 2.51415 4.22433 3.19375
C 2.60486 3.76054 1.87603
C 1.60680 2.98725 1.32950
P 1.41965 2.65758 -0.44825
C 0.66487 4.29480 -0.94816
C 1.67805 5.43835 -1.02245
C -0.18929 4.23955 -2.21212
C 3.15343 2.70561 -1.08483
C 4.04454 1.61625 -0.50114
C 3.25552 2.72572 -2.61086
H -6.27131 1.73671 -0.56017
H -5.33437 2.41346 0.76358
H -5.99699 0.78465 0.88129
H -4.22714 1.27567 -1.48279
H -4.33940 -1.10286 0.43568
H -3.65579 -1.07916 -1.19618
H -5.38649 -0.88283 -0.96612
H -1.65487 3.55809 0.05040
H -4.21643 3.79733 1.70239
H -3.04294 5.06558 1.38355
H -2.58520 3.66535 2.35457
H -4.55446 3.71986 -0.88539
H -3.19941 3.35254 -1.95569
H -3.28076 4.90420 -1.13079
H -4.66337 0.51871 2.40607
H -4.25025 -0.16052 4.72349
H -1.95728 -0.10720 5.65390
H -0.08363 0.70300 4.26970
H -0.52073 2.99361 4.02688
H 1.25794 4.41225 4.93088
H 3.31002 4.83210 3.60627
H 3.46322 4.05142 1.28469
H 0.00944 4.50844 -0.10156
H 2.34783 5.33783 -1.87852
H 2.27665 5.54054 -0.11791
H 1.13166 6.37397 -1.15044
H 0.40902 4.08537 -3.11025
H -0.70456 5.19337 -2.33630
H -0.94642 3.45624 -2.16240
H 3.51039 3.67165 -0.72070
H 3.71713 0.63320 -0.83726
H 4.07058 1.62445 0.59020
H 5.06588 1.75789 -0.85856
H 3.09912 1.72990 -3.02545
H 4.26304 3.03824 -2.88847
H 2.55903 3.41296 -3.09097
C 1.44996 -2.29672 2.14201
C 2.27698 -1.18063 1.54086
C 3.54875 -1.71486 0.91088
C 2.59451 -0.11043 2.55934
O 1.44910 -0.53384 0.44583
Ge 1.91699 -1.48549 -1.60300
O -0.13034 -0.10450 -1.74550
C -0.53450 0.07945 -3.18021
C -1.87678 0.77376 -3.19094
C -0.64380 -1.28567 -3.83632
C 0.53689 0.90967 -3.84881
O 1.12973 -2.99078 -1.26704
C 1.53888 -4.35874 -1.67302
C 2.81628 -4.26698 -2.49214
C 1.74522 -5.14236 -0.39390
C 0.39394 -4.91849 -2.49277
H 2.08751 -2.88996 2.80081
H 1.04971 -2.95297 1.37085
H 0.63184 -1.90158 2.74313
H 4.20338 -2.07495 1.70636
H 4.09870 -0.94895 0.36362
H 3.35898 -2.58464 0.27454
H 3.16474 -0.56252 3.37304
H 1.68242 0.29929 2.98672
H 3.19264 0.69559 2.13587
H -2.63061 0.16826 -2.69279
H -2.19432 0.92466 -4.22455
H -1.81761 1.74924 -2.70989
H -1.51939 -1.84166 -3.49834
H 0.24105 -1.90711 -3.69036
H -0.74998 -1.14394 -4.91298
H 0.68334 1.85100 -3.32541
H 0.23306 1.13524 -4.87242
H 1.48512 0.37525 -3.89983
H 3.63074 -3.82031 -1.91078
H 2.66092 -3.69126 -3.41104
H 3.15010 -5.26081 -2.79145
H 2.57110 -4.73709 0.19453
H 1.98601 -6.17920 -0.63319
H 0.83847 -5.13712 0.21443
H 0.18619 -4.29081 -3.36197
H -0.51035 -5.00792 -1.88629
H 0.64744 -5.91542 -2.85531
N -2.14065 -3.39364 0.08329
C -2.23661 -3.20409 1.44482
C -1.67105 -2.00006 1.68469
N -1.24864 -1.43495 0.48402
C -1.54847 -2.32635 -0.45172
H -2.47214 -4.19407 -0.43176
H -2.67157 -3.93850 2.10277
H -1.52526 -1.51909 2.63222
H -1.33154 -2.23518 -1.49904
```

total charge: +3
highest occupied orbital energy (spin up / spin down): -16.002 / -16.529 eV
2S+1: 2
<S²>: 0.788
gap between HOMO and LUMO (spin up / spin down): 7.26 / 6.23 eV



Entry 2:
C39H68AsN2O3SSiTl | ωB97M-V/def2-TZVPD

The geometry in XYZ format:
```
116
Properties=species:S:1:pos:R:3
Tl -0.44392 1.94618 -0.69671
C 3.12901 1.63332 -0.86050
N 2.22603 2.56681 -1.52221
C 2.27758 2.32930 -2.94805
C 2.49026 3.95163 -1.13612
C 1.48976 4.98722 -1.62832
N 0.14804 4.85153 -1.06916
C 0.06361 5.35061 0.29882
C -0.87419 5.48502 -1.86259
H 4.18189 1.81449 -1.15109
H 2.86071 0.60426 -1.11698
H 3.02642 1.71640 0.22081
H 3.30069 2.48687 -3.36002
H 1.59119 2.99054 -3.48694
H 1.99547 1.29824 -3.14867
H 3.48610 4.25815 -1.49851
H 2.54669 3.96678 -0.04371
H 1.41010 4.97734 -2.70594
H 1.90184 5.97763 -1.38475
H 0.17637 6.44302 0.36211
H 0.82983 4.88586 0.91276
H -0.89149 5.07316 0.74258
H -0.76234 6.58356 -1.89809
H -1.85394 5.27292 -1.45289
H -0.83212 5.08821 -2.87045
C -6.05741 3.94750 0.00836
C -5.80161 2.81248 -0.97373
As -3.81952 2.48354 -1.00806
C -3.64572 1.50460 0.72833
C -4.78106 0.62453 1.18418
C -3.74495 0.90073 -2.23783
C -5.03608 0.15686 -2.48782
H -7.10842 4.16408 0.17495
H -5.56959 4.86805 -0.29466
H -5.63834 3.71048 0.99124
H -6.11082 3.09527 -1.98124
H -6.34553 1.90251 -0.70987
H -3.37889 2.26290 1.47296
H -2.74024 0.91280 0.62223
H -5.75149 1.14023 1.19037
H -4.58137 0.28860 2.20872
H -4.84252 -0.24173 0.54083
H -2.95465 0.22999 -1.83641
H -3.36106 1.29992 -3.18055
H -5.46269 -0.23845 -1.57027
H -4.90158 -0.70034 -3.16479
H -5.79668 0.81602 -2.91767
C 0.34666 2.19584 1.53107
C 1.32525 1.91776 2.23620
C 2.46836 1.65410 3.02881
C 3.29876 2.75701 3.43495
C 4.30193 2.66868 4.44328
C 5.05472 3.75138 4.85381
C 4.87777 5.02233 4.29944
C 3.86693 5.15290 3.33906
C 3.12761 4.08234 2.92075
C 2.74072 0.24905 3.38620
C 1.71489 -0.72156 3.51175
C 1.98744 -2.04021 3.78318
C 3.28849 -2.49888 3.94204
C 4.32177 -1.56894 3.83602
C 4.04489 -0.24829 3.56530
H 4.44323 1.72299 4.94044
H 5.79628 3.59616 5.63197
H 5.46993 5.88327 4.58909
H 3.63224 6.13975 2.94625
H 2.31454 4.21009 2.21069
H 0.68691 -0.40159 3.34096
H 1.18197 -2.76110 3.83759
H 3.50785 -3.54127 4.11370
H 5.35440 -1.87142 3.90269
H 4.88887 0.41198 3.40410
C -3.25997 -2.83919 -0.06766
C -2.18010 -3.29458 0.89281
C -1.90152 -2.21944 1.91851
C -2.62647 -4.57753 1.56520
O -0.99681 -3.64063 0.20579
Si -0.32461 -3.08441 -1.21343
S -0.33917 -1.08371 -1.46806
O 1.15586 -3.86307 -1.21973
C 2.29894 -3.75324 -0.37025
C 2.78406 -2.32926 -0.21388
C 3.36607 -4.60311 -1.03111
C 1.97015 -4.34819 0.99370
O -1.18511 -3.90129 -2.38986
C -0.87552 -4.54575 -3.59841
C -2.12509 -4.49439 -4.49111
C 0.29665 -3.85885 -4.31283
C -0.51251 -5.98371 -3.28561
H -4.23024 -2.68544 0.44006
H -3.39168 -3.59875 -0.84921
H -2.97990 -1.90397 -0.56053
H -2.78715 -1.95159 2.51212
H -1.51505 -1.29806 1.46026
H -1.13233 -2.54605 2.66244
H -3.48971 -4.43923 2.23196
H -1.80452 -4.97409 2.16153
H -2.88987 -5.28328 0.79277
H 2.99379 -1.87379 -1.17884
H 3.69660 -2.28061 0.39985
H 2.05934 -1.65974 0.25083
H 3.64792 -4.17400 -2.01451
H 2.99184 -5.62496 -1.17424
H 4.26027 -4.62862 -0.40284
H 1.35604 -3.67040 1.59597
H 2.90050 -4.48096 1.56462
H 1.45186 -5.31000 0.89116
H -2.34400 -3.44867 -4.74299
H -3.00278 -4.88360 -3.94493
H -1.98102 -5.06341 -5.43152
H 0.14161 -2.77053 -4.33825
H 0.41868 -4.23114 -5.34266
H 1.21475 -4.02257 -3.75150
H -1.32708 -6.49610 -2.78482
H 0.36464 -5.99537 -2.63282
H -0.25316 -6.52667 -4.21199
```

total charge: -2
highest occupied orbital energy: 0.000 eV
gap between HOMO and LUMO: 3.94 eV



Electronic energy, respectively: -5524.64374; -4958.13490 Ha.